No. 1
# C7H15O5PS

2 unconnected molecules or ions with the total composition C7H15O5PS (wB97M-V/def2-TZVPD, the OMol25 dataset).

Geometry (Å):
C  0.378  0.725  3.260
C  0.132  0.460  2.052
C  1.578  -3.196  -0.564
C  -3.018  1.704  -0.920
C  1.904  1.174  -1.714
C  0.635  -2.568  0.332
C  -1.752  0.796  -1.332
O  -1.975  -1.019  0.972
O  2.735  2.509  0.464
O  3.198  -0.001  0.390
O  0.302  -1.224  -0.118
O  -0.823  0.996  -0.338
P  -0.720  -0.299  0.679
S  2.305  1.137  0.165
H  1.360  1.092  3.627
H  -0.365  0.680  4.145
H  2.293  -2.406  -0.705
H  2.008  -4.043  -0.044
H  1.057  -3.609  -1.497
H  -3.867  1.504  -1.645
H  -3.307  1.308  0.036
H  -2.567  2.684  -0.829
H  1.732  2.055  -2.075
H  2.956  0.823  -2.037
H  1.098  0.413  -1.742
H  1.129  -2.540  1.288
H  -0.252  -3.173  0.464
H  -1.564  1.126  -2.391
H  -2.051  -0.343  -1.314

Net charge: 0
Frontier orbital gap (spin up / spin down): 8.204 / 7.180 eV
Spin multiplicity: 1
LUMO level (spin up / spin down): -0.900 / -1.690 eV

***

No. 2
# C35H84Cl2N5O17P3

A molecular structure, C35H84Cl2N5O17P3 (wB97M-V/def2-TZVPD, the OMol25 dataset).

Geometry (Å):
C  4.801  0.478  4.666
O  5.838  1.084  4.669
N  4.296  -0.328  5.665
C  2.969  -0.820  5.518
C  5.052  -0.731  6.874
H  4.100  0.478  3.817
H  2.847  -1.792  5.996
H  2.597  -0.945  4.501
H  2.293  -0.204  6.110
H  5.003  -1.809  7.028
H  6.136  -0.615  6.874
H  4.693  -0.137  7.715
C  -3.735  -1.149  -1.668
O  -2.740  -0.859  -2.305
N  -3.950  -2.225  -0.920
C  -5.080  -2.523  -0.014
C  -2.838  -3.262  -0.903
H  -4.594  -0.475  -1.523
H  -5.668  -3.375  -0.354
H  -5.842  -1.753  0.108
H  -4.593  -2.638  0.954
H  -2.324  -3.292  0.057
H  -3.281  -4.253  -1.009
H  -2.095  -3.054  -1.673
C  2.589  -5.137  -5.179
O  2.643  -5.176  -6.431
N  1.691  -4.396  -4.450
C  1.736  -4.459  -2.959
C  0.613  -3.620  -5.040
H  3.329  -5.678  -4.569
H  0.930  -5.054  -2.530
H  1.775  -3.495  -2.452
H  2.559  -5.061  -2.573
H  0.902  -3.259  -6.027
H  -0.305  -4.207  -5.065
H  0.417  -2.719  -4.458
C  2.235  1.838  2.982
O  3.055  1.086  3.484
N  0.933  1.882  3.352
C  -0.081  2.670  2.569
C  0.394  1.125  4.454
H  2.463  2.380  2.052
H  -0.748  2.008  2.016
H  0.502  3.300  1.897
H  -0.642  3.287  3.270
H  1.060  0.506  5.055
H  0.040  1.911  5.122
H  -0.475  0.576  4.090
C  1.415  -4.478  4.791
O  1.497  -3.863  5.866
N  2.265  -4.284  3.796
C  2.401  -5.198  2.700
C  3.152  -3.089  3.845
H  0.737  -5.338  4.672
H  1.593  -5.927  2.640
H  3.324  -5.775  2.763
H  2.487  -4.646  1.764
H  2.994  -2.350  3.059
H  2.966  -2.517  4.755
H  4.195  -3.400  3.801
Cl  3.416  -3.077  0.116
C  4.371  -2.139  -1.007
C  4.609  -0.674  -0.713
Cl  3.172  0.382  -0.912
H  3.975  -2.260  -2.016
H  5.352  -2.613  -0.967
H  5.389  -0.162  -1.276
H  4.885  -0.647  0.341
C  -3.915  3.350  -4.237
C  -3.912  3.827  -2.802
O  -4.784  2.977  -2.081
P  -4.595  2.837  -0.529
O  -5.555  1.940  0.152
O  -3.052  2.350  -0.209
C  -2.545  1.242  -0.861
C  -1.077  1.050  -0.518
O  -4.506  4.354  0.120
C  -5.638  5.041  0.692
C  -6.540  5.535  -0.440
H  -4.937  3.196  -4.582
H  -3.493  4.026  -4.981
H  -3.423  2.418  -4.514
H  -2.907  3.804  -2.382
H  -4.246  4.864  -2.770
H  -3.141  0.367  -0.598
H  -2.623  1.560  -1.900
H  -0.970  0.940  0.562
H  -0.621  0.207  -1.037
H  -0.466  1.935  -0.698
H  -6.230  4.368  1.312
H  -5.223  5.886  1.241
H  -7.298  6.214  -0.050
H  -5.914  6.015  -1.192
H  -6.940  4.712  -1.033
C  1.880  3.120  -0.350
C  1.070  4.046  -1.268
O  1.589  3.952  -2.622
P  0.712  3.538  -3.936
O  1.381  3.713  -5.233
O  0.202  1.999  -3.636
C  0.978  0.890  -4.062
C  1.095  -0.125  -2.968
O  -0.644  4.400  -3.668
C  -1.795  3.983  -4.355
C  -1.827  4.468  -5.806
H  1.789  2.073  -0.641
H  2.907  3.472  -0.252
H  1.456  3.117  0.654
H  0.014  3.812  -1.129
H  1.147  5.103  -1.014
H  0.661  0.458  -5.011
H  2.004  1.188  -4.276
H  1.670  -1.041  -3.098
H  1.359  0.415  -2.058
H  0.149  -0.410  -2.506
H  -1.935  2.916  -4.184
H  -2.605  4.456  -3.800
H  -1.229  5.374  -5.907
H  -1.427  3.678  -6.443
H  -2.881  4.574  -6.062
C  -3.108  -1.275  1.466
C  -2.095  -1.043  2.585
O  -1.105  -0.122  2.297
P  0.081  -0.237  1.208
O  0.811  1.025  0.953
O  1.023  -1.466  1.763
C  1.752  -1.209  2.922
C  3.100  -0.965  2.389
O  -0.580  -0.915  -0.094
C  0.129  -1.186  -1.280
C  0.439  -2.635  -1.182
H  -2.710  -1.803  0.599
H  -4.043  -1.583  1.934
H  -3.283  -0.286  1.042
H  -2.572  -0.669  3.490
H  -1.617  -1.994  2.820
H  1.274  -0.498  3.595
H  1.691  -2.100  3.548
H  2.911  -0.070  1.796
H  3.747  -0.620  3.196
H  3.371  -1.867  1.841
H  -0.630  -0.939  -2.023
H  1.012  -0.550  -1.329
H  -0.510  -3.170  -1.138
H  0.994  -3.203  -1.928
H  1.053  -2.860  -0.310

Net charge: 0
Frontier orbital gap: 7.866 eV
Spin multiplicity: 1
LUMO level: 0.062 eV

***

No. 3
# C4H8O2S2

A single C4H8O2S2 molecule (wB97M-V/def2-TZVPD, the OMol25 dataset).

Geometry (Å):
C  -0.749  1.591  1.284
S  0.047  1.457  -0.373
C  0.040  -0.320  -0.345
S  1.446  -0.953  0.387
C  2.794  -0.059  -0.373
C  -1.464  -0.935  -0.185
O  -1.637  -1.973  0.417
O  -2.402  0.017  -0.715
H  -1.655  0.896  0.954
H  -1.284  2.758  1.238
H  -0.148  1.467  2.346
H  0.116  -0.507  -1.356
H  2.731  1.080  -0.504
H  2.867  -0.133  -1.607
H  3.801  -0.218  0.203
H  -1.726  0.585  -1.396

SMILES: CSC(SC)C(=O)O
Net charge: 0
Frontier orbital gap: 9.193 eV
Spin multiplicity: 1
LUMO level: 0.323 eV

***

No. 4
# C5H13NO3S

2 unconnected molecules or ions with the total composition C5H13NO3S (wB97M-V/def2-TZVPD, the OMol25 dataset).

Geometry (Å):
C  1.025  -1.966  0.457
C  -0.460  0.212  -1.373
C  -1.074  1.020  0.663
C  1.212  0.842  0.248
C  -0.206  -1.070  0.519
N  -0.082  0.249  0.009
O  -3.627  -0.449  -1.418
O  -4.911  1.339  -0.407
O  -4.328  -0.505  0.956
S  -4.590  -0.023  -0.385
H  1.408  -1.824  -0.487
H  1.902  -1.640  1.192
H  0.573  -2.973  0.637
H  0.044  -0.748  -1.800
H  -1.480  0.068  -1.551
H  -0.246  1.084  -1.962
H  -1.336  2.007  0.152
H  -1.977  0.543  0.822
H  -0.854  1.145  1.737
H  1.167  1.899  -0.131
H  1.260  0.917  1.387
H  2.013  0.357  -0.110
H  -1.134  -1.582  0.199

Net charge: 0
Frontier orbital gap (spin up / spin down): 8.177 / 4.759 eV
Spin multiplicity: 1
LUMO level (spin up / spin down): -0.170 / -1.649 eV

***

No. 5
# C22H24BrCl2N2O7PtS

A molecular structure, C22H24BrCl2N2O7PtS (wB97M-V/def2-TZVPD, the OMol25 dataset).

Geometry (Å):
Pt  -0.302  -0.425  0.147
O  3.193  -0.192  6.782
C  1.777  -0.136  6.773
C  1.277  -0.001  5.361
C  -0.078  0.209  5.124
C  -0.512  0.304  3.816
N  0.310  0.216  2.778
C  1.601  0.019  2.989
C  2.129  -0.097  4.275
C  2.462  -0.029  1.761
C  3.842  0.055  1.852
C  4.622  0.109  0.702
C  6.115  0.265  0.802
O  6.487  1.506  1.391
C  3.971  0.087  -0.518
C  2.590  -0.028  -0.545
N  1.853  -0.114  0.568
H  3.490  -0.318  7.686
H  1.413  0.716  7.358
H  1.349  -1.046  7.210
H  -0.782  0.306  5.942
H  -1.559  0.468  3.582
H  3.178  -0.270  4.454
H  4.329  0.119  2.814
H  6.565  0.155  -0.189
H  6.532  -0.509  1.449
H  5.886  2.186  1.068
H  4.517  0.162  -1.449
H  2.021  -0.031  -1.474
O  -2.038  -0.530  -2.927
S  -0.920  0.531  -3.367
O  -1.064  0.555  -4.803
O  0.382  -0.030  -2.956
O  -1.210  1.781  -2.689
Cl  -0.029  2.556  0.714
C  -1.308  3.441  -0.161
Cl  -0.645  4.810  -1.057
H  -1.986  3.833  0.586
H  -1.758  2.735  -0.852
Br  -6.619  0.934  -1.318
C  -4.796  0.458  -0.931
C  -4.148  -0.332  -1.809
C  -2.726  -0.745  -1.604
C  -2.173  -0.181  -0.337
C  -2.953  0.557  0.541
C  -4.262  0.946  0.284
H  -4.632  -0.682  -2.711
H  -2.634  -1.849  -1.572
H  -2.500  0.894  1.475
H  -4.833  1.570  0.953
C  -1.754  -2.807  1.707
O  -0.722  -3.190  0.783
C  -0.222  -2.283  -0.047
C  0.588  -2.949  -1.112
H  -2.709  -3.136  1.302
H  -1.757  -1.726  1.835
H  -1.546  -3.323  2.644
H  0.002  -3.752  -1.565
H  1.470  -3.401  -0.645
H  0.864  -2.233  -1.881

Net charge: -1
Frontier orbital gap: 4.159 eV
Spin multiplicity: 1
LUMO level: 1.486 eV

***

No. 6
# C26H30NOS

A gas-phase ion, C26H30NOS (charge +1) (wB97M-V/def2-TZVPD, the OMol25 dataset).

Geometry (Å):
C  2.993  -0.842  1.445
C  1.886  -0.797  0.450
C  2.104  -0.355  -0.843
C  1.070  -0.307  -1.769
C  -0.195  -0.742  -1.401
C  -1.378  -0.639  -2.314
C  -2.639  -0.191  -1.568
S  -2.250  0.955  -0.191
C  -1.314  2.193  -1.067
C  -1.834  2.821  -2.185
C  -1.087  3.779  -2.846
C  0.181  4.145  -2.406
C  1.019  5.205  -3.099
C  0.324  5.798  -4.326
C  1.293  6.343  -2.105
C  2.345  4.578  -3.553
C  0.676  3.507  -1.270
C  -0.055  2.543  -0.605
C  -0.365  -1.183  -0.099
N  0.638  -1.189  0.795
C  0.329  -1.762  2.084
C  0.106  -3.292  1.908
O  0.064  -3.747  0.790
C  -0.056  -4.077  3.131
C  -0.153  -3.513  4.408
C  -0.325  -4.328  5.509
C  -0.397  -5.706  5.360
C  -0.302  -6.275  4.098
C  -0.136  -5.468  2.992
H  3.164  -1.860  1.795
H  2.782  -0.209  2.307
H  3.912  -0.488  0.988
H  3.093  -0.033  -1.126
H  1.254  0.064  -2.765
H  -1.143  0.074  -3.107
H  -1.570  -1.606  -2.784
H  -3.336  0.298  -2.246
H  -3.153  -1.026  -1.093
H  -2.825  2.579  -2.538
H  -1.524  4.250  -3.711
H  0.122  5.035  -5.074
H  -0.607  6.288  -4.052
H  0.971  6.545  -4.780
H  0.357  6.770  -1.754
H  1.856  5.996  -1.243
H  1.867  7.128  -2.592
H  2.950  5.324  -4.061
H  2.917  4.196  -2.711
H  2.159  3.759  -4.245
H  1.650  3.766  -0.885
H  0.340  2.072  0.284
H  -1.308  -1.575  0.241
H  -0.601  -1.326  2.459
H  1.125  -1.580  2.800
H  -0.113  -2.444  4.551
H  -0.406  -3.889  6.491
H  -0.530  -6.334  6.227
H  -0.361  -7.346  3.981
H  -0.063  -5.891  2.001

SMILES: Cc1ccc(CCSc2ccc(C(C)(C)C)cc2)c[n+]1CC(=O)c1ccccc1
Net charge: +1
Frontier orbital gap: 7.731 eV
Spin multiplicity: 1
LUMO level: -3.311 eV

***

No. 7
# C4H5O2S3

A gas-phase ion, C4H5O2S3 (charge -1) (wB97M-V/def2-TZVPD, the OMol25 dataset).

Geometry (Å):
O  3.364  0.363  0.709
C  2.237  0.043  0.343
O  1.884  -1.226  0.167
C  1.232  0.987  -0.086
C  -0.123  0.689  -0.099
S  -1.119  1.861  -0.846
C  -0.995  -0.574  0.373
S  -0.815  -1.489  -1.227
S  -2.616  -0.251  1.020
H  1.032  -1.256  -0.517
H  1.601  1.882  -0.337
H  -2.282  1.200  -0.553
H  -0.353  -1.187  0.920
H  -3.047  -1.043  0.133

SMILES: O=C(O)/C=C(/S)[C@H]([S-])S
Net charge: -1
Frontier orbital gap: 6.904 eV
Spin multiplicity: 1
LUMO level: 2.884 eV

***

No. 8
# C33H39N3O5

2 unconnected molecules or ions with the total composition C33H39N3O5 (wB97M-V/def2-TZVPD, the OMol25 dataset).

Geometry (Å):
C  -4.099  5.424  -1.180
O  -4.681  4.448  -0.347
C  -3.772  3.528  0.172
C  -4.230  2.577  1.094
C  -3.376  1.678  1.678
C  -2.011  1.687  1.378
C  -1.100  0.771  2.045
C  0.197  0.998  2.350
C  1.017  -0.119  2.911
N  0.391  -1.434  2.733
C  0.435  -2.080  1.491
C  -0.273  -3.228  1.290
C  -1.049  -3.781  2.325
N  -1.820  -4.969  2.123
C  -3.248  -4.963  2.473
C  -3.758  -6.385  2.688
O  -3.474  -7.209  1.567
C  -2.082  -7.280  1.291
C  -1.492  -5.896  1.030
C  -1.098  -3.111  3.562
C  -0.386  -1.970  3.760
C  0.806  2.338  2.222
C  2.206  2.460  1.723
O  0.203  3.345  2.517
C  -1.565  2.588  0.411
C  -2.415  3.484  -0.178
H  -4.875  6.124  -1.493
H  -3.323  5.964  -0.631
H  -3.669  4.952  -2.066
H  -5.278  2.567  1.339
H  -3.744  0.962  2.389
H  -1.488  -0.204  2.275
H  1.996  -0.150  2.432
H  1.199  0.035  3.977
H  1.029  -1.666  0.697
H  -0.250  -3.705  0.325
H  -3.404  -4.345  3.363
H  -3.790  -4.489  1.650
H  -3.281  -6.844  3.562
H  -4.845  -6.409  2.845
H  -1.603  -7.761  2.151
H  -1.956  -7.947  0.427
H  -1.899  -5.486  0.102
H  -0.403  -5.944  0.926
H  -1.700  -3.515  4.352
H  -0.399  -1.472  4.710
H  2.517  1.569  1.180
H  2.275  3.312  1.050
H  2.898  2.642  2.544
H  -0.527  2.578  0.125
H  -2.024  4.161  -0.916
C  5.187  -2.159  -2.203
C  3.740  -1.983  -2.628
O  3.204  -0.734  -2.236
C  1.848  -0.838  -2.012
C  1.062  0.381  -2.147
C  -0.399  0.263  -2.343
N  1.721  1.504  -2.324
C  1.287  2.681  -2.752
C  2.221  3.699  -3.054
C  1.863  4.947  -3.596
C  2.833  5.880  -3.898
C  4.172  5.595  -3.672
C  4.544  4.366  -3.148
C  3.583  3.433  -2.845
O  1.288  -1.903  -1.772
H  5.684  -2.953  -2.768
H  5.743  -1.231  -2.352
H  5.262  -2.409  -1.141
H  3.629  -2.035  -3.722
H  3.103  -2.771  -2.208
H  -0.772  -0.709  -2.017
H  -0.941  1.038  -1.806
H  -0.644  0.352  -3.399
H  0.246  2.812  -2.970
H  0.827  5.166  -3.786
H  2.554  6.839  -4.311
H  4.930  6.332  -3.902
H  5.586  4.143  -2.976
H  3.856  2.467  -2.456

Net charge: 0
Frontier orbital gap: 3.125 eV
Spin multiplicity: 1
LUMO level: -1.609 eV